{"formula": "C5H9NO", "method": "the ωB97M-V functional and the def2-TZVPD basis", "e_above_lowest_kj_mol": 236.3, "smiles": "C=CNC(=O)C=C.[H][H]", "lumo_ev": 0.7, "elements": ["C", "C", "N", "C", "O", "C", "C", "H", "H", "H", "H", "H", "H", "H", "H", "H"], "coordinates": [[1.34, 2.19, -1.01], [0.99, 1.18, -0.22], [-0.14, 1.14, 0.61], [-0.78, 0.01, 1.07], [-1.88, 0.10, 1.59], [-0.08, -1.30, 0.90], [-0.79, -2.42, 0.91], [2.25, 2.12, -1.59], [0.74, 3.10, -1.11], [1.61, 0.30, -0.16], [-0.71, 1.97, 0.68], [0.99, -1.33, 0.74], [-1.87, -2.38, 1.06], [-0.33, -3.39, 0.77], [-0.68, -0.30, -2.23], [-0.65, -1.00, -2.00]], "lowdin_charge": [0.002, -0.233, 0.080, -0.494, 0.057, -0.110, 0.047, 0.050, 0.055, 0.095, 0.153, 0.089, 0.076, 0.067, 0.036, 0.031]}



{"formula": "C2H6NS", "method": "the ωB97M-V functional and the def2-TZVPD basis", "e_above_lowest_kj_mol": 18.4, "lumo_ev": 4.1, "total_charge": -1, "elements": ["S", "H", "C", "C", "N", "H", "H", "H", "H", "H"], "coordinates": [[-0.25, -1.65, -1.68], [-0.12, -2.25, -0.48], [0.54, 1.44, 2.30], [0.60, 0.90, 1.08], [-0.30, 1.10, 0.07], [-0.26, 2.15, 2.53], [1.38, 1.35, 2.97], [1.49, 0.36, 0.81], [-1.21, 1.41, 0.38], [-0.44, 0.40, -0.68]], "lowdin_charge": [-0.238, -0.447, -0.083, -0.345, 0.006, 0.024, 0.007, 0.094, 0.073, -0.092]}



{"formula": "C47H33AgBrClF6GeN3O5P", "method": "the ωB97M-V functional and the def2-TZVPD basis", "e_above_lowest_kj_mol": 0.0, "lumo_ev": 3.6, "total_charge": -2, "elements": ["Ag", "Br", "C", "C", "C", "C", "C", "C", "N", "N", "C", "C", "C", "C", "O", "C", "N", "C", "C", "C", "C", "H", "H", "H", "H", "H", "H", "H", "H", "H", "F", "P", "F", "F", "F", "F", "F", "C", "C", "C", "C", "C", "C", "Ge", "C", "C", "C", "C", "C", "C", "C", "C", "C", "C", "C", "C", "H", "H", "H", "H", "H", "H", "H", "H", "H", "H", "H", "H", "H", "H", "H", "Cl", "C", "C", "C", "C", "C", "C", "C", "O", "O", "H", "H", "H", "H", "O", "C", "O", "C", "C", "C", "C", "C", "C", "H", "H", "H", "H", "H"], "coordinates": [[-0.43, -0.60, 0.90], [-8.51, -5.37, -4.51], [-8.22, -3.64, -3.77], [-6.99, -3.02, -3.94], [-6.77, -1.76, -3.39], [-7.79, -1.11, -2.67], [-9.02, -1.75, -2.54], [-9.23, -3.02, -3.07], [-7.70, 0.24, -2.28], [-6.66, 0.74, -1.74], [-5.67, 0.06, -1.11], [-5.73, -1.26, -0.60], [-4.72, -1.84, 0.11], [-3.49, -1.14, 0.41], [-2.60, -1.61, 1.13], [-3.40, 0.24, -0.14], [-2.25, 0.89, 0.10], [-2.12, 2.14, -0.27], [-3.15, 2.82, -0.94], [-4.31, 2.16, -1.22], [-4.48, 0.82, -0.82], [-6.19, -3.51, -4.48], [-5.81, -1.28, -3.51], [-9.81, -1.24, -2.01], [-10.19, -3.50, -2.96], [-6.64, -1.83, -0.73], [-4.81, -2.84, 0.51], [-1.18, 2.62, -0.03], [-3.01, 3.86, -1.23], [-5.12, 2.65, -1.75], [-0.11, -0.57, -1.79], [-0.17, -2.00, -2.59], [-0.38, -2.75, -1.16], [-0.19, -3.42, -3.36], [-1.76, -1.85, -2.75], [1.45, -2.12, -2.39], [0.07, -1.21, -3.97], [1.38, 2.17, -4.56], [2.62, 1.56, -4.46], [3.06, 1.10, -3.22], [2.27, 1.24, -2.08], [1.03, 1.87, -2.21], [0.59, 2.33, -3.44], [3.00, 0.75, -0.36], [4.76, -0.01, -0.63], [4.85, -1.23, -1.30], [6.08, -1.88, -1.42], [7.22, -1.32, -0.86], [7.13, -0.11, -0.18], [5.91, 0.54, -0.06], [2.96, 2.34, 0.76], [2.74, 3.57, 0.14], [2.70, 4.75, 0.88], [2.90, 4.72, 2.25], [3.13, 3.50, 2.88], [3.16, 2.32, 2.15], [1.03, 2.51, -5.53], [3.24, 1.43, -5.33], [4.03, 0.61, -3.15], [0.39, 1.99, -1.34], [-0.39, 2.78, -3.52], [3.96, -1.68, -1.73], [6.14, -2.83, -1.94], [8.17, -1.83, -0.94], [8.02, 0.33, 0.27], [5.84, 1.47, 0.49], [2.58, 3.62, -0.93], [2.51, 5.69, 0.38], [2.86, 5.63, 2.83], [3.27, 3.46, 3.95], [3.31, 1.38, 2.65], [0.99, 4.22, 8.16], [0.80, 3.30, 6.68], [0.52, 3.96, 5.50], [0.37, 3.22, 4.34], [0.48, 1.84, 4.36], [0.76, 1.20, 5.56], [0.92, 1.92, 6.73], [0.31, 1.04, 3.07], [0.11, 1.70, 2.03], [0.41, -0.21, 3.17], [0.44, 5.04, 5.50], [0.16, 3.70, 3.39], [0.85, 0.12, 5.54], [1.13, 1.43, 7.67], [3.60, -0.64, 2.11], [2.85, -1.26, 1.40], [2.17, -0.72, 0.39], [2.65, -2.74, 1.54], [1.93, -3.46, 0.59], [1.82, -4.83, 0.72], [2.43, -5.49, 1.78], [3.14, -4.77, 2.73], [3.25, -3.39, 2.61], [1.47, -2.94, -0.23], [1.26, -5.39, -0.02], [2.34, -6.56, 1.87], [3.61, -5.28, 3.56], [3.80, -2.80, 3.33]], "lowdin_charge": [0.805, 0.660, -0.712, -0.127, -0.037, -0.320, -0.052, -0.154, 0.015, 0.027, -0.262, -0.035, -0.009, -0.367, -0.043, -0.142, 0.092, -0.150, -0.061, -0.020, -0.095, 0.100, 0.123, 0.102, 0.089, 0.104, 0.104, 0.088, 0.093, 0.098, -0.198, 0.162, -0.184, -0.160, -0.150, -0.177, -0.155, -0.094, -0.092, -0.093, -0.257, -0.119, -0.073, 1.056, -0.256, -0.094, -0.084, -0.107, -0.098, -0.090, -0.229, -0.101, -0.094, -0.102, -0.094, -0.088, 0.095, 0.093, 0.088, 0.083, 0.102, 0.106, 0.099, 0.091, 0.093, 0.100, 0.089, 0.093, 0.095, 0.104, 0.090, 0.592, -0.674, -0.117, -0.037, -0.128, -0.013, -0.115, -0.665, -0.051, -0.059, 0.097, 0.117, 0.115, 0.094, 0.078, -0.530, -0.149, -0.116, -0.005, -0.060, -0.100, -0.095, -0.020, 0.075, 0.107, 0.092, 0.091, 0.114]}



{"formula": "C3H10NO3", "method": "the ωB97M-V functional and the def2-TZVPD basis", "e_above_lowest_kj_mol": 212.9, "smiles": "C[NH+](C)C(O)(O)O", "lumo_ev": -3.3, "total_charge": 1, "elements": ["C", "N", "C", "C", "O", "O", "O", "H", "H", "H", "H", "H", "H", "H", "H", "H", "H"], "coordinates": [[-1.10, -1.26, -0.02], [-0.46, 0.01, -0.40], [-1.18, 1.27, 0.11], [1.08, -0.04, 0.11], [1.61, 1.14, -0.52], [1.52, -1.18, -0.40], [1.16, 0.12, 1.44], [-0.92, -1.58, 1.04], [-2.18, -1.19, -0.42], [-0.49, -2.07, -0.52], [-0.39, -0.01, -1.48], [-1.34, 1.22, 1.18], [-0.61, 2.23, -0.28], [-2.16, 1.46, -0.43], [2.08, 1.65, 0.02], [1.93, -1.05, -1.29], [1.44, -0.74, 1.84]], "lowdin_charge": [-0.023, -0.112, 0.012, -0.651, 0.119, 0.118, 0.150, 0.127, 0.144, 0.112, 0.226, 0.098, 0.143, 0.117, 0.059, 0.181, 0.179]}



{"formula": "C7H16InO3", "method": "the ωB97M-V functional and the def2-TZVPD basis", "lumo_ev": -9.1, "total_charge": 1, "elements": ["In", "C", "C", "O", "H", "H", "H", "H", "H", "C", "C", "O", "H", "H", "H", "H", "H", "C", "C", "O", "C", "H", "H", "H", "H", "H", "H"], "coordinates": [[6.32, -22.79, 14.92], [6.90, -28.20, 15.32], [6.23, -26.91, 15.78], [6.58, -25.76, 14.96], [6.62, -28.60, 14.34], [6.53, -29.01, 15.94], [7.98, -28.15, 15.44], [6.54, -26.76, 16.81], [5.17, -27.18, 15.88], [5.83, -18.08, 17.42], [5.58, -19.54, 17.74], [5.85, -20.47, 16.73], [5.54, -17.45, 18.26], [5.18, -17.85, 16.57], [6.83, -17.89, 17.03], [4.54, -19.61, 18.05], [6.13, -19.76, 18.65], [2.16, -20.62, 15.73], [3.17, -20.71, 14.59], [3.66, -21.73, 14.17], [3.47, -19.30, 13.97], [1.38, -19.91, 15.42], [2.66, -20.29, 16.64], [1.68, -21.59, 15.81], [3.82, -18.56, 14.70], [2.55, -19.01, 13.47], [4.26, -19.46, 13.23]], "lowdin_charge": [1.192, -0.057, -0.302, -0.202, 0.087, 0.090, 0.086, 0.115, 0.113, -0.064, -0.352, -0.201, 0.092, 0.061, 0.089, 0.123, 0.147, 0.002, -0.465, -0.058, 0.003, 0.090, 0.078, 0.091, 0.070, 0.091, 0.080]}



{"formula": "C2H7N4O", "method": "the ωB97M-V functional and the def2-TZVPD basis", "e_above_lowest_kj_mol": 507.3, "smiles": "[NH3+][C@@H]1CN(O)N=N1", "lumo_ev": -4.0, "total_charge": 1, "elements": ["N", "C", "C", "N", "O", "N", "N", "H", "H", "H", "H", "H", "H", "H"], "coordinates": [[-0.70, 1.29, 0.80], [0.50, 0.55, 0.30], [0.20, -0.68, -0.68], [0.75, -1.77, 0.09], [1.08, -2.99, -0.48], [1.47, -1.25, 1.15], [1.12, -0.13, 1.43], [-0.64, 1.37, 1.79], [-1.56, 0.90, 0.49], [-0.83, 2.22, 0.44], [1.25, 1.15, -0.14], [-0.77, -0.98, -1.05], [0.78, -0.71, -1.63], [1.16, -3.69, 0.28]], "lowdin_charge": [0.280, -0.217, -0.048, -0.218, 0.029, 0.088, 0.005, 0.158, 0.162, 0.171, 0.146, 0.124, 0.139, 0.180]}



| no. | frontier orbital gap (eV) | molar mass (g/mol) |
| --- | --- | --- |
| 1 | 9.6747 | 99.133 |
| 2 | 7.0436 | 76.144 |
| 3 | 5.9163 | 1160.594 |
| 4 | 13.0482 | 108.117 |
| 5 | 2.5820 | 263.020 |
| 6 | 9.0814 | 103.105 |